Record 1
113
Properties=species:S:1:pos:R:3 method="wB97M-V/def2-TZVPD" e_lumo_ha="-0.001 / -0.108" multiplicity=2 homo_energy_ha="-0.2746 / -0.2746" homo_lumo_gap_ev="7.442 / 4.539" energy_ha=-10482.00819 de_lowest_ev=2.054
Rb 1.236 0.102 -0.844
O -1.811 -3.991 1.040
C -1.205 -2.891 0.549
O -0.875 -1.980 1.272
C -1.046 -2.925 -0.938
C -1.156 -4.105 -1.642
C -0.902 -4.059 -3.011
C -0.565 -2.856 -3.586
C -0.520 -1.705 -2.792
N -0.762 -1.740 -1.481
C -0.122 -0.362 -3.433
O 1.131 -0.208 -3.525
O -1.035 0.403 -3.756
H -1.876 -3.841 1.995
H -1.414 -5.026 -1.143
H -0.963 -4.960 -3.607
H -0.338 -2.775 -4.641
C -3.426 1.591 0.437
C -2.233 1.375 1.368
As -0.819 2.757 1.369
C -1.760 4.210 2.265
C -2.942 4.040 2.976
C -3.518 5.108 3.658
C -2.917 6.354 3.638
C -1.733 6.533 2.933
C -1.159 5.469 2.257
C -0.834 3.521 -0.444
C -1.784 4.462 -0.831
C -1.726 5.056 -2.085
C -0.717 4.713 -2.970
C 0.233 3.772 -2.601
C 0.179 3.186 -1.347
As -2.811 1.030 -1.353
C -3.846 -0.638 -1.515
C -4.141 -1.132 -2.782
C -4.772 -2.358 -2.930
C -5.111 -3.113 -1.814
C -4.811 -2.635 -0.548
C -4.179 -1.406 -0.403
C -3.988 2.156 -2.442
C -5.295 2.479 -2.091
C -6.066 3.281 -2.916
C -5.541 3.756 -4.113
C -4.247 3.419 -4.479
C -3.471 2.621 -3.646
H -3.710 2.645 0.385
H -4.305 1.040 0.777
H -1.711 0.441 1.138
H -2.524 1.296 2.422
H -3.445 3.082 2.994
H -4.444 4.960 4.199
H -3.368 7.185 4.164
H -1.255 7.503 2.908
H -0.237 5.626 1.707
H -2.580 4.739 -0.150
H -2.485 5.772 -2.373
H -0.678 5.165 -3.953
H 1.008 3.474 -3.296
H 0.960 2.480 -1.096
H -3.862 -0.558 -3.659
H -4.999 -2.726 -3.922
H -5.606 -4.069 -1.932
H -5.064 -3.217 0.329
H -3.941 -1.056 0.596
H -5.719 2.101 -1.166
H -7.080 3.532 -2.632
H -6.144 4.378 -4.761
H -3.837 3.774 -5.416
H -2.464 2.343 -3.935
Cl 4.085 0.768 -1.599
Ge 4.287 0.782 0.582
Cl 6.069 1.818 1.078
Cl 2.665 2.099 1.034
C 5.841 -3.745 2.047
N 4.458 -4.007 1.677
N 4.005 -3.393 0.509
C 2.658 -3.041 0.663
O 1.983 -2.539 -0.226
C 2.326 -3.418 2.016
C 3.439 -3.939 2.586
C 3.676 -4.336 4.001
C 4.576 -3.773 -0.740
C 5.212 -5.002 -0.872
C 5.748 -5.360 -2.099
C 5.629 -4.513 -3.191
C 4.970 -3.300 -3.051
C 4.448 -2.918 -1.825
H 6.458 -3.815 1.156
H 6.166 -4.505 2.754
H 5.961 -2.752 2.491
H 1.352 -3.307 2.461
H 2.725 -4.417 4.523
H 4.279 -3.586 4.516
H 4.194 -5.293 4.067
H 5.270 -5.673 -0.026
H 6.248 -6.314 -2.204
H 6.041 -4.799 -4.149
H 4.856 -2.636 -3.898
H 3.926 -1.981 -1.725
N 0.853 -0.070 3.022
C 2.031 0.392 3.559
C 3.248 -0.251 3.283
C 4.449 0.287 3.741
C 4.474 1.463 4.469
C 3.263 2.087 4.753
C 2.061 1.567 4.315
H 0.824 -0.985 2.604
H -0.021 0.240 3.411
H 3.235 -1.186 2.742
H 5.377 -0.230 3.519
H 5.407 1.885 4.812
H 3.260 3.009 5.321
H 1.134 2.090 4.519

Record 2
18
Properties=species:S:1:pos:R:3 method="wB97M-V/def2-TZVPD" e_lumo_ha=0.022 homo_energy_ha=-0.3055 homo_lumo_gap_ev=8.923 energy_ha=-360.39018 de_lowest_ev=1.285
H 1.960 -0.195 0.167
N 1.155 -0.394 -0.416
C 0.119 0.145 0.105
N 0.095 0.819 1.311
N -1.079 0.137 -0.570
C -1.406 -0.933 -1.513
C -1.687 -2.248 -0.717
H -0.832 1.217 1.423
H 0.680 1.504 1.761
H -1.587 1.002 -0.617
H -0.541 -1.170 -2.119
H -2.240 -0.496 -2.051
H -1.168 -2.208 0.235
H -1.364 -3.024 -1.409
H -2.760 -2.304 -0.529
O 3.333 2.400 1.519
H 4.196 2.399 1.948
H 3.125 3.346 1.473